1.
This record from OMol25 describes a 12-piece molecular cluster, C32H48Br2ClFN11O3P overall. The level of theory is ωB97M-V/def2-TZVPD.

Summary:
SMILES string ... O=C1O[C@H](CCCBr)[C@](Br)(CCCF)[C@H]1P(O)Cl.CC#N.CC#N.CC#N.CC#N.CC#N.CC#N.CC#N.CC#N.CC#N.CC#N.CC#N
HOMO energy ... -9.834 eV
Kohn-Sham gap ... 9.808 eV
DFT total energy ... -8125.5817 hartree
LUMO energy ... -0.0010 Eh

ORCA input file:
```
! RIJCOSX wB97M-V def2-TZVPD def2/J DEFGRID3
* xyz 0 1
O 2.01 3.22 -1.12
C 1.36 2.26 -0.83
O 0.06 2.08 -1.20
C -0.19 0.66 -1.37
C -1.50 0.22 -0.73
C -1.64 0.32 0.80
C -2.07 -0.97 1.50
Br -3.86 -1.46 0.94
C 1.16 -0.04 -0.98
Br 2.25 -0.04 -2.64
C 1.03 -1.47 -0.49
C 2.32 -2.29 -0.40
C 2.32 -3.20 0.83
F 3.61 -3.31 1.37
C 1.73 1.02 -0.03
P 3.45 0.84 0.60
O 3.10 -0.13 1.87
Cl 3.56 2.67 1.59
H -0.30 0.49 -2.44
H -1.69 -0.80 -1.06
H -2.26 0.86 -1.18
H -2.40 1.07 1.04
H -0.72 0.66 1.28
H -2.13 -0.80 2.58
H -1.42 -1.82 1.30
H 0.57 -1.42 0.51
H 0.33 -1.97 -1.15
H 3.22 -1.68 -0.36
H 2.42 -2.92 -1.29
H 1.67 -2.81 1.61
H 2.01 -4.21 0.58
H 1.07 1.13 0.83
H 2.19 -0.06 2.17
C 1.89 6.02 0.49
C 1.52 7.11 1.39
N 1.24 7.96 2.11
H 1.08 5.83 -0.21
H 2.79 6.28 -0.06
H 2.08 5.11 1.07
C 5.39 4.46 4.05
C 6.03 4.05 5.29
N 6.53 3.73 6.28
H 4.99 3.58 3.55
H 4.58 5.15 4.26
H 6.11 4.93 3.39
C 0.27 -6.16 2.33
C 0.16 -4.87 3.00
N 0.07 -3.84 3.51
H -0.50 -6.24 1.56
H 1.25 -6.25 1.87
H 0.14 -6.96 3.06
C 2.89 1.53 -6.93
C 3.37 0.49 -6.02
N 3.75 -0.32 -5.30
H 1.81 1.58 -6.88
H 3.31 2.49 -6.63
H 3.20 1.30 -7.95
C 6.51 0.33 3.49
C 6.89 1.36 2.53
N 7.16 2.19 1.78
H 6.28 -0.59 2.97
H 7.33 0.16 4.19
H 5.63 0.65 4.05
C -3.66 -5.00 -1.02
C -2.40 -4.34 -0.73
N -1.47 -3.69 -0.50
H -3.51 -6.07 -1.13
H -4.37 -4.81 -0.22
H -4.06 -4.60 -1.95
C -3.66 -9.25 -2.41
C -2.39 -8.60 -2.10
N -1.40 -8.09 -1.85
H -3.52 -10.32 -2.51
H -4.38 -9.07 -1.61
H -4.06 -8.85 -3.34
C -6.45 2.00 -0.38
C -5.77 1.04 -1.23
N -5.22 0.27 -1.89
H -6.52 1.61 0.64
H -5.90 2.94 -0.36
H -7.46 2.19 -0.76
C -5.92 -2.16 -3.77
C -6.18 -3.49 -3.23
N -6.38 -4.52 -2.76
H -5.48 -1.52 -3.00
H -5.22 -2.24 -4.61
H -6.84 -1.72 -4.13
C 6.13 7.68 6.20
C 6.76 8.49 5.16
N 7.25 9.12 4.34
H 6.51 6.66 6.15
H 6.35 8.09 7.18
H 5.05 7.66 6.05
C -8.33 1.78 -3.94
C -8.43 3.14 -3.42
N -8.50 4.20 -2.99
H -9.20 1.55 -4.55
H -7.43 1.68 -4.54
H -8.28 1.07 -3.11
*
```

Mulliken atomic charge list, values in e, 6 entries: atom 1 (O): -0.539, atom 2 (C): 0.164, atom 3 (O): -0.455, atom 4 (C): -0.136, atom 5 (C): -0.602, atom 6 (C): -0.733

2.
This record from OMol25 describes a 8-piece molecular cluster, C22H48NO21P overall. The level of theory is ωB97M-V/def2-TZVPD.

Summary:
SMILES string ... COC(=O)OC.COC(=O)OC.COC(=O)OC.COC(=O)OC.COC(=O)OC.COC(=O)OC.COC(=O)OC.NCP
HOMO energy ... -8.840 eV
Kohn-Sham gap ... 9.356 eV
DFT total energy ... -2843.2313 hartree
LUMO energy ... 0.0190 Eh

ORCA input file:
```
! RIJCOSX wB97M-V def2-TZVPD def2/J DEFGRID3
* xyz 0 1
N -9.39 6.69 4.45
C -9.68 5.26 4.41
P -9.39 4.41 2.83
H -9.72 7.09 5.32
H -9.89 7.16 3.71
H -10.72 5.03 4.65
H -9.07 4.75 5.15
H -8.19 4.97 2.38
H -10.41 4.89 1.99
C -5.25 7.40 3.34
O -4.10 6.54 3.48
C -4.04 5.55 2.59
O -4.84 5.34 1.72
O -2.94 4.83 2.84
C -2.75 3.73 1.95
H -5.16 8.15 4.12
H -5.25 7.88 2.37
H -6.17 6.83 3.47
H -2.66 4.07 0.92
H -3.59 3.03 2.02
H -1.83 3.25 2.27
C 1.46 -0.11 -0.49
O 0.86 0.89 0.37
C 1.56 1.15 1.48
O 2.62 0.67 1.79
O 0.86 2.02 2.20
C 1.49 2.40 3.44
H 0.79 -0.23 -1.33
H 2.44 0.22 -0.84
H 1.56 -1.06 0.04
H 2.45 2.87 3.25
H 1.62 1.54 4.08
H 0.81 3.11 3.90
C 5.95 6.53 5.53
O 5.35 5.60 4.62
C 5.09 6.11 3.41
O 5.32 7.24 3.06
O 4.54 5.16 2.67
C 4.21 5.57 1.33
H 6.09 5.97 6.45
H 6.91 6.88 5.15
H 5.29 7.38 5.70
H 5.10 5.89 0.80
H 3.49 6.39 1.35
H 3.78 4.70 0.86
C -4.71 -2.68 -3.71
O -3.67 -2.67 -2.73
C -3.50 -1.48 -2.14
O -4.16 -0.51 -2.35
O -2.47 -1.54 -1.28
C -2.29 -0.30 -0.57
H -4.74 -3.70 -4.09
H -5.67 -2.42 -3.25
H -4.49 -1.98 -4.51
H -3.17 -0.10 0.04
H -2.12 0.52 -1.26
H -1.42 -0.43 0.06
C -1.10 -3.90 -3.66
O -0.13 -4.93 -3.39
C -0.17 -5.95 -4.24
O -0.90 -6.06 -5.19
O 0.75 -6.84 -3.87
C 0.83 -8.00 -4.71
H -0.95 -3.14 -2.91
H -0.94 -3.49 -4.66
H -2.10 -4.31 -3.59
H 1.11 -7.71 -5.73
H -0.12 -8.53 -4.73
H 1.60 -8.62 -4.28
C 1.89 -5.88 -0.58
O 2.86 -5.43 0.37
C 2.93 -4.11 0.48
O 2.27 -3.31 -0.13
O 3.86 -3.82 1.38
C 4.03 -2.41 1.58
H 1.95 -6.96 -0.55
H 0.90 -5.55 -0.30
H 2.13 -5.51 -1.57
H 3.11 -1.96 1.95
H 4.32 -1.93 0.65
H 4.82 -2.29 2.31
C 7.69 -5.74 -4.74
O 6.51 -5.02 -5.07
C 5.40 -5.47 -4.48
O 5.35 -6.41 -3.73
O 4.38 -4.73 -4.86
C 3.12 -5.11 -4.28
H 8.49 -5.25 -5.29
H 7.89 -5.69 -3.67
H 7.61 -6.78 -5.05
H 3.16 -5.02 -3.20
H 2.88 -6.14 -4.56
H 2.39 -4.42 -4.69
*
```

Mulliken atomic charge list, values in e, 6 entries: atom 1 (N): -0.539, atom 2 (C): -0.589, atom 3 (P): -0.012, atom 4 (H): 0.212, atom 5 (H): 0.240, atom 6 (H): 0.347

3.
This record from OMol25 describes C59H48BrCl8GeN3OP2SW as an isolated structure. The level of theory is ωB97M-V/def2-TZVPD.

Summary:
HOMO energy (spin up / spin down) ... -13.905 / -13.904 eV
Expectation value of S² ... 3.798
Kohn-Sham gap (spin up / spin down) ... 5.534 / 4.220 eV
DFT total energy ... -11996.0231 hartree
LUMO energy (spin up / spin down) ... -0.3076 / -0.3559 Eh

ORCA input file:
```
! RIJCOSX wB97M-V def2-TZVPD def2/J DEFGRID3
* xyz 3 4
W -0.17 0.01 0.10
Cl -2.06 -3.62 0.95
C -2.84 -2.21 0.33
C -2.17 -0.98 0.23
C -3.05 0.05 -0.08
Cl -2.29 1.62 -0.10
C -4.41 -0.02 -0.35
Cl -5.30 1.39 -0.71
C -4.99 -1.28 -0.34
Cl -6.63 -1.46 -0.72
C -4.20 -2.37 0.01
Cl -4.92 -3.92 0.05
O 0.73 5.74 -2.87
C 0.64 4.64 -2.13
C -0.05 4.54 -0.93
C -0.09 3.33 -0.29
N 0.51 2.20 -0.74
C 1.24 2.35 -1.88
Br 2.26 0.90 -2.50
C 1.32 3.51 -2.60
H 0.25 6.49 -2.49
H -0.55 5.39 -0.48
H -0.61 3.26 0.65
H 1.90 3.57 -3.51
C 5.74 -0.64 6.54
S 4.08 -0.29 7.16
C 3.55 0.94 5.94
C 3.00 0.31 4.67
C 2.33 1.36 3.78
N 1.58 0.81 2.63
P -0.09 0.69 2.55
C -0.74 -0.29 3.92
C -1.75 -1.21 3.66
C -2.41 -1.85 4.71
C -2.06 -1.55 6.02
C -1.05 -0.63 6.28
C -0.40 0.01 5.24
C -0.69 2.35 2.97
C 0.13 3.47 2.86
C -0.35 4.73 3.18
C -1.67 4.89 3.60
C -2.50 3.78 3.70
C -2.02 2.52 3.39
P 2.20 0.50 1.08
C 3.50 1.73 0.89
C 4.80 1.34 1.23
C 5.82 2.29 1.29
C 5.55 3.62 0.99
C 4.27 4.01 0.63
C 3.24 3.07 0.58
C 3.04 -1.09 1.14
C 2.68 -1.84 2.17
C 2.61 -3.32 2.28
C 3.49 -4.33 1.53
C 4.51 -3.80 0.57
C 3.57 -1.46 -0.19
H 6.19 -1.33 7.26
H 6.34 0.27 6.52
H 5.72 -1.11 5.56
H 4.39 1.60 5.73
H 2.78 1.53 6.44
H 2.27 -0.46 4.95
H 3.81 -0.18 4.11
H 3.09 2.06 3.41
H 1.64 1.95 4.38
H -2.04 -1.43 2.65
H -3.21 -2.55 4.50
H -2.57 -2.04 6.84
H -0.78 -0.39 7.30
H 0.37 0.74 5.47
H 1.16 3.36 2.53
H 0.30 5.59 3.12
H -2.04 5.87 3.87
H -3.53 3.89 4.03
H -2.67 1.65 3.49
H 5.02 0.31 1.46
H 6.82 1.98 1.56
H 6.35 4.35 1.04
H 4.06 5.04 0.39
H 2.25 3.40 0.32
H 2.15 -1.34 2.97
H 2.52 -3.59 3.33
H 3.97 -5.01 2.23
H 4.96 -4.67 0.08
H 4.03 -0.65 -0.75
Cl -3.23 -0.78 -4.12
C -1.80 0.23 -4.15
Cl -2.22 1.94 -4.23
Cl -0.71 -0.23 -5.42
C -1.12 0.03 -2.86
N -0.59 -0.12 -1.87
C -1.28 -5.61 -3.23
C -1.22 -4.25 -3.52
C -0.66 -3.36 -2.60
C -0.14 -3.80 -1.38
C -0.27 -5.16 -1.09
C -0.81 -6.05 -2.00
Ge 0.77 -2.57 -0.10
C 1.33 -3.89 1.45
C 2.23 -4.99 0.83
C 1.94 -6.37 1.21
C 0.94 -6.69 2.11
C 0.16 -5.68 2.71
C 0.36 -4.34 2.40
C 2.63 -2.40 -0.97
C 4.08 -2.83 -0.52
C 5.09 -2.85 -1.61
C 4.86 -2.45 -2.86
C 3.51 -2.12 -3.29
C 2.48 -2.17 -2.43
H -1.70 -6.30 -3.94
H -1.60 -3.88 -4.46
H -0.64 -2.32 -2.86
H 0.01 -5.54 -0.11
H -0.87 -7.11 -1.75
H 2.34 -4.93 -0.26
H 2.54 -7.15 0.77
H 0.76 -7.72 2.39
H -0.57 -5.97 3.46
H -0.15 -3.58 2.99
H 5.31 -3.32 1.15
H 6.07 -3.25 -1.35
H 5.66 -2.48 -3.60
H 3.32 -1.93 -4.34
H 1.48 -2.09 -2.84
*
```

Mulliken atomic charge list, values in e, 6 entries: atom 1 (W): -0.312, atom 2 (Cl): -0.245, atom 3 (C): 1.366, atom 4 (C): -1.708, atom 5 (C): 1.289, atom 6 (Cl): -0.184

4.
This record from OMol25 describes an isolated molecule of C4H6FNO2. The level of theory is ωB97M-V/def2-TZVPD.

Summary:
SMILES string ... OCC1=NOC[C@H]1F
HOMO energy ... -9.814 eV
Kohn-Sham gap ... 10.492 eV
DFT total energy ... -461.0111 hartree
LUMO energy ... 0.0249 Eh

ORCA input file:
```
! RIJCOSX wB97M-V def2-TZVPD def2/J DEFGRID3
* xyz 0 1
C -1.59 -0.34 -0.65
C -0.14 -0.46 -0.43
C 1.89 0.30 0.38
C 0.48 0.67 0.15
H -2.40 -0.73 1.17
H -1.79 0.50 -1.26
H -2.02 -1.27 -0.99
H 2.54 0.84 -0.31
H 2.25 0.21 1.43
H -0.11 0.85 1.12
N 0.69 -1.48 -0.48
O -2.33 0.05 0.53
O 1.93 -1.09 -0.06
F 0.58 1.93 -0.59
*
```

Mulliken atomic charge list, values in e, 6 entries: atom 1 (C): -0.738, atom 2 (C): 0.368, atom 3 (C): -0.570, atom 4 (C): 0.805, atom 5 (H): 0.324, atom 6 (H): 0.285

5.
This record from OMol25 describes a 2-piece molecular cluster, F2H2NOP overall. The level of theory is ωB97M-V/def2-TZVPD.

Summary:
HOMO energy (spin up / spin down) ... -11.313 / -11.311 eV
Kohn-Sham gap (spin up / spin down) ... 9.697 / 9.694 eV
DFT total energy ... -672.2526 hartree
LUMO energy (spin up / spin down) ... -0.0594 / -0.0594 Eh

ORCA input file:
```
! RIJCOSX wB97M-V def2-TZVPD def2/J DEFGRID3
* xyz 0 1
N -0.88 -0.44 0.86
O -0.01 0.17 -1.48
F 0.51 1.77 0.46
F 2.51 -0.53 0.11
P 0.18 0.26 0.07
H -0.83 -0.17 1.87
H 0.54 -0.35 -2.16
*
```

Mulliken atomic charge list, values in e, 6 entries: atom 1 (N): -0.456, atom 2 (O): -0.438, atom 3 (F): -0.183, atom 4 (F): -0.616, atom 5 (P): 0.994, atom 6 (H): 0.281

6.
This record from OMol25 describes an isolated molecule of C27H33N5O4S. The level of theory is ωB97M-V/def2-TZVPD.

Summary:
SMILES string ... COCCCN(C(=S)NC(=O)c1ccc(C(C)(C)C)cc1)c1c(N)n(Cc2ccccc2)c(=O)[nH]c1=O
HOMO energy ... -8.210 eV
Kohn-Sham gap ... 8.527 eV
DFT total energy ... -2021.6905 hartree
LUMO energy ... 0.0117 Eh

ORCA input file:
```
! RIJCOSX wB97M-V def2-TZVPD def2/J DEFGRID3
* xyz 0 1
C -6.53 -3.62 -0.86
O -6.77 -2.23 -0.76
C -6.39 -1.66 0.47
C -4.88 -1.61 0.71
H -4.68 -1.06 1.63
H -4.49 -2.62 0.83
C -4.17 -0.94 -0.47
N -2.73 -0.89 -0.28
C -1.99 -1.99 -0.55
S -2.61 -3.41 -1.10
N -0.61 -1.92 -0.39
C 0.23 -0.87 -0.67
O -0.17 0.21 -1.05
C 1.66 -1.17 -0.44
C 2.49 -0.12 -0.04
C 3.83 -0.33 0.19
C 4.41 -1.58 0.01
C 3.59 -2.61 -0.42
C 2.24 -2.42 -0.64
H 1.65 -3.25 -1.00
H 3.99 -3.60 -0.59
C 5.90 -1.76 0.27
C 6.19 -1.40 1.74
H 5.94 -0.36 1.95
H 7.25 -1.54 1.95
H 5.62 -2.04 2.40
C 6.37 -3.20 0.03
H 7.43 -3.27 0.24
H 5.85 -3.90 0.69
H 6.21 -3.50 -1.00
C 6.69 -0.84 -0.66
H 6.44 0.21 -0.49
H 6.46 -1.07 -1.70
H 7.75 -0.96 -0.50
H 4.43 0.51 0.52
H 2.06 0.86 0.11
H -0.19 -2.82 -0.22
C -2.25 0.10 0.62
C -2.22 1.42 0.25
N -2.65 1.82 -0.98
H -2.29 2.70 -1.31
H -2.61 1.08 -1.66
N -1.84 2.38 1.15
C -1.35 2.06 2.41
O -0.99 2.91 3.20
N -1.31 0.73 2.69
C -1.73 -0.33 1.89
O -1.62 -1.48 2.28
H -0.94 0.48 3.60
C -1.91 3.79 0.81
C -0.90 4.26 -0.21
C 0.15 3.45 -0.64
C 1.06 3.93 -1.56
C 0.94 5.22 -2.06
C -0.10 6.02 -1.63
C -1.02 5.55 -0.72
H -1.83 6.18 -0.39
H -0.20 7.03 -2.02
H 1.66 5.59 -2.77
H 1.87 3.29 -1.89
H 0.24 2.44 -0.27
H -2.93 4.02 0.48
H -1.73 4.33 1.75
H -4.37 -1.50 -1.38
H -4.53 0.08 -0.59
H -6.87 -2.20 1.30
H -6.79 -0.64 0.44
H -6.97 -4.15 -0.01
H -7.01 -3.94 -1.78
H -5.46 -3.85 -0.91
*
```

Mulliken atomic charge list, values in e, 6 entries: atom 1 (C): -0.516, atom 2 (O): -0.351, atom 3 (C): -0.880, atom 4 (C): -0.111, atom 5 (H): 0.284, atom 6 (H): 0.305